# C28H26N

A cluster of 2 separate species, C28H26N in total at a distorted geometry (ωB97M-V/def2-TZVPD, OMol25).

Last column: natural (NBO) charge in e.
Positions of all 55 atoms, in Å:
C 0.877 0.588 4.999  -0.632
C 0.103 0.990 3.776  -0.035
C -1.296 0.948 3.791  -0.202
C -2.016 1.322 2.641  -0.191
C -1.352 1.816 1.516  -0.049
C -2.105 2.474 0.399  -0.420
C -1.945 2.059 -1.027  -0.041
C -3.035 2.278 -1.881  -0.212
C -2.831 2.405 -3.258  -0.212
C -1.552 2.224 -3.775  -0.228
C -0.514 1.772 -2.955  -0.217
C -0.757 1.599 -1.574  -0.163
C 0.028 1.758 1.483  -0.231
C 0.757 1.353 2.608  -0.159
H 1.943 0.463 4.769  0.220
H 0.803 1.356 5.778  0.220
H 0.491 -0.337 5.446  0.230
H -1.805 0.657 4.704  0.221
H -3.106 1.293 2.677  0.216
H -3.193 2.488 0.654  0.220
H -4.028 2.450 -1.456  0.212
H -3.669 2.687 -3.904  0.222
H -1.369 2.371 -4.855  0.222
H 0.473 1.585 -3.357  0.222
H 0.030 1.155 -0.960  0.213
H 0.573 2.131 0.612  0.207
H 1.851 1.362 2.570  0.208
C 1.963 7.276 -1.070  -0.419
N 0.813 6.532 -0.537  -0.294
C -0.242 6.348 -1.413  0.212
C -1.407 5.677 -0.980  -0.142
C -1.445 5.394 0.406  -0.001
H -1.809 3.501 0.408  0.214
C -0.332 5.410 1.270  -0.069
C 0.794 6.118 0.789  0.204
C 1.836 6.382 1.679  -0.245
C 1.785 5.965 3.009  -0.113
C 0.643 5.289 3.467  -0.214
C -0.421 5.028 2.631  -0.138
C -2.542 5.601 -1.811  -0.118
C -2.456 6.070 -3.106  -0.209
C -1.280 6.691 -3.579  -0.126
C -0.205 6.833 -2.714  -0.210
H 2.766 7.339 -0.345  0.229
H 2.362 6.762 -1.953  0.227
H 1.693 8.298 -1.370  0.228
H -2.451 5.408 0.885  0.245
H 2.716 6.915 1.365  0.225
H 2.611 6.184 3.677  0.242
H 0.582 4.963 4.509  0.240
H -1.327 4.516 2.983  0.245
H -3.459 5.145 -1.422  0.240
H -3.311 5.953 -3.768  0.238
H -1.231 7.074 -4.592  0.241
H 0.682 7.339 -3.076  0.225

Cartesian forces, eV/Å:
0.3 0.1 0.3
-0.1 -0.4 0.2
0.0 0.4 -1.0
0.2 0.1 1.0
-0.3 -0.5 -0.2
-1.4 -1.4 0.7
-0.7 -0.6 -0.3
0.3 0.7 -0.4
-0.2 -0.1 0.3
0.4 -0.1 -0.7
-0.9 -0.1 0.7
0.9 0.4 -1.0
1.0 0.4 0.5
0.0 0.2 -0.5
-0.3 -0.1 0.1
0.0 -0.1 -0.1
0.1 0.1 -0.2
-0.1 -0.1 -0.2
0.2 0.1 -0.1
0.7 0.0 -0.2
0.3 0.1 -0.1
0.4 -0.2 0.2
-0.1 -0.1 0.7
-0.1 -0.2 -0.1
-0.3 0.4 -0.2
-0.2 -0.1 0.4
-0.4 -0.1 0.0
0.4 0.1 -0.3
0.1 0.3 0.0
0.4 -0.7 0.6
0.3 0.8 1.7
-1.2 0.4 0.3
0.2 0.7 0.0
-0.9 0.9 -0.7
0.2 -0.4 -0.8
0.8 -0.1 1.2
-0.5 0.2 -1.4
-0.8 -0.6 0.6
0.4 0.1 0.3
-0.1 0.1 -0.7
-0.5 -0.3 0.2
0.2 -0.3 1.2
0.2 0.6 -1.5
-0.2 0.0 -0.1
-0.1 0.0 0.3
-0.1 -0.3 0.2
0.7 -0.8 -0.4
0.0 0.0 0.0
-0.1 0.0 -0.1
0.1 0.2 -0.4
0.5 0.2 -0.1
0.4 0.2 -0.2
0.2 0.1 0.1
0.1 -0.1 0.1
-0.2 -0.1 0.0

For the HOMO energy, the calculation gives -11.21 eV. The lowest unoccupied orbital energy is -4.83 eV. Its net charge is +1. The value obtained for the total energy is -30941.774 eV. The gap between HOMO and LUMO comes out at 6.38 eV.